{
  "formula": "C41H31F15GeN6S3SrTe",
  "method": "ωB97M-V/def2-TZVPD",
  "elements": ["Sr", "C", "C", "C", "C", "C", "C", "C", "C", "C", "S", "C", "N", "H", "H", "H", "H", "H", "H", "H", "H", "F", "C", "C", "C", "F", "C", "F", "C", "F", "C", "F", "Ge", "S", "C", "C", "F", "C", "F", "C", "F", "C", "F", "C", "F", "C", "C", "F", "C", "F", "C", "F", "C", "F", "C", "F", "S", "C", "N", "C", "C", "C", "C", "H", "H", "H", "H", "H", "C", "N", "C", "N", "C", "N", "C", "N", "C", "C", "H", "H", "H", "H", "H", "H", "H", "H", "H", "H", "H", "H", "C", "Te", "C", "H", "H", "H", "H", "H", "H"],
  "coordinates": [[0.430, -0.021, 0.046], [-1.325, 0.373, -4.261], [-0.947, 1.638, -3.542], [-0.592, 2.781, -4.302], [-0.212, 3.914, -3.654], [-0.253, 3.963, -2.241], [0.132, 5.113, -1.522], [0.024, 5.117, -0.159], [-0.514, 4.010, 0.517], [-0.927, 2.864, -0.140], [-1.785, 1.600, 0.725], [-0.713, 2.808, -1.559], [-0.974, 1.640, -2.229], [-0.622, 0.144, -5.066], [-2.314, 0.480, -4.714], [-1.340, -0.453, -3.555], [-0.606, 2.727, -5.383], [0.113, 4.790, -4.203], [0.503, 5.975, -2.061], [0.321, 5.991, 0.406], [-0.665, 4.058, 1.589], [3.806, 1.692, 5.875], [4.872, 1.157, 5.256], [4.688, 0.481, 4.061], [5.819, -0.065, 3.479], [5.754, -0.734, 2.328], [7.072, 0.054, 4.061], [8.144, -0.482, 3.477], [7.211, 0.734, 5.256], [8.409, 0.850, 5.821], [6.101, 1.293, 5.866], [6.233, 1.942, 7.023], [2.857, 0.398, 3.329], [2.671, -0.692, 1.501], [1.671, -0.418, 4.674], [2.091, -1.190, 5.740], [3.396, -1.332, 6.010], [1.203, -1.855, 6.569], [1.640, -2.591, 7.592], [-0.155, -1.756, 6.326], [-1.023, -2.388, 7.111], [-0.610, -0.996, 5.263], [-1.923, -0.901, 5.030], [0.307, -0.349, 4.461], [-0.163, 0.392, 3.445], [2.396, 2.321, 3.133], [2.997, 3.054, 2.121], [3.868, 2.464, 1.284], [2.769, 4.404, 1.932], [3.367, 5.070, 0.943], [1.913, 5.067, 2.791], [1.679, 6.367, 2.629], [1.293, 4.375, 3.815], [0.465, 5.016, 4.639], [1.547, 3.023, 3.972], [0.941, 2.412, 4.996], [-0.789, -2.311, 1.588], [-2.463, -2.140, 1.810], [-3.259, -3.224, 1.605], [-4.606, -3.234, 1.749], [-5.255, -2.102, 2.124], [-4.486, -0.943, 2.358], [-3.128, -0.959, 2.211], [-2.781, -4.058, 1.287], [-5.098, -4.174, 1.548], [-6.328, -2.103, 2.239], [-4.975, -0.024, 2.656], [-2.529, -0.079, 2.393], [2.487, 1.691, -2.395], [3.436, 1.864, -3.488], [4.750, 1.389, -3.043], [4.709, -0.017, -2.640], [3.749, -0.158, -1.551], [2.381, 0.278, -1.953], [1.995, -0.533, -3.128], [2.925, -0.393, -4.242], [2.996, 1.026, -4.606], [4.254, -0.811, -3.779], [1.509, 2.025, -2.733], [2.800, 2.299, -1.542], [5.077, 1.994, -2.195], [5.465, 1.508, -3.858], [4.067, 0.435, -0.695], [3.708, -1.202, -1.238], [1.005, -0.222, -3.448], [1.950, -1.584, -2.829], [2.007, 1.362, -4.927], [3.695, 1.143, -5.436], [4.965, -0.702, -4.600], [4.213, -1.863, -3.487], [-2.099, -3.381, -3.713], [-1.420, -2.895, -1.739], [-3.029, -1.529, -1.379], [-3.102, -3.798, -3.658], [-1.422, -4.129, -4.121], [-2.094, -2.501, -4.350], [-3.289, -1.069, -2.330], [-2.700, -0.742, -0.700], [-3.893, -2.054, -0.976]],
  "lowdin_charge": [0.798, -0.046, -0.347, -0.031, -0.005, -0.174, -0.036, -0.074, -0.117, -0.670, 0.507, -0.267, 0.120, 0.085, 0.095, 0.012, 0.116, 0.122, 0.113, 0.103, 0.097, 0.097, -0.231, -0.124, -0.222, 0.079, -0.139, 0.125, -0.131, 0.136, -0.140, 0.127, 0.643, 0.152, -0.129, -0.204, 0.103, -0.136, 0.125, -0.129, 0.132, -0.138, 0.118, -0.261, 0.031, -0.115, -0.224, 0.069, -0.153, 0.123, -0.152, 0.130, -0.146, 0.130, -0.215, 0.108, 0.517, -0.748, 0.054, -0.073, -0.052, -0.019, -0.127, 0.132, 0.131, 0.110, 0.124, 0.021, -0.162, -0.075, -0.163, -0.083, -0.220, -0.146, -0.184, -0.079, -0.162, -0.168, 0.089, 0.136, 0.130, 0.126, 0.085, 0.109, 0.090, 0.121, 0.117, 0.126, 0.126, 0.128, -0.455, 1.105, -0.431, 0.000, -0.006, -0.017, 0.003, -0.051, -0.003],
  "max_force_ha_per_bohr": 0.015,
  "energy_ha": -6977.78346,
  "homo_energy_ev": -7.43
}

---

{
  "formula": "C14H33BInO6",
  "method": "ωB97M-V/def2-TZVPD",
  "elements": ["C", "C", "C", "C", "C", "C", "C", "C", "C", "In", "O", "C", "C", "B", "O", "O", "H", "H", "H", "H", "H", "H", "H", "H", "H", "H", "H", "H", "H", "H", "H", "H", "H", "H", "H", "H", "H", "H", "H", "H", "H", "H", "H", "C", "O", "C", "O", "O", "C", "H", "H", "H", "H", "H", "H"],
  "coordinates": [[3.796, 3.410, 0.242], [5.013, 3.285, -0.681], [4.896, 2.212, -1.771], [5.448, 0.837, -1.377], [4.793, 0.141, -0.180], [3.280, -0.076, -0.288], [2.588, -0.167, 1.073], [1.057, -0.314, 0.946], [0.267, 0.972, 1.273], [-1.354, 1.430, -0.182], [-0.463, 1.934, -2.016], [-2.640, -0.324, -0.638], [-2.882, -0.440, -2.161], [-2.640, 3.221, 0.561], [-3.245, 3.203, 1.808], [-2.865, 4.405, -0.154], [3.324, 2.448, 0.430], [3.036, 4.056, -0.200], [4.076, 3.820, 1.214], [5.929, 3.128, -0.102], [5.144, 4.250, -1.182], [5.479, 2.545, -2.636], [3.865, 2.138, -2.128], [6.513, 0.976, -1.154], [5.389, 0.172, -2.245], [5.259, -0.847, -0.091], [5.038, 0.661, 0.754], [2.800, 0.714, -0.871], [3.086, -1.022, -0.803], [2.827, 0.715, 1.676], [3.013, -1.021, 1.619], [0.725, -1.104, 1.626], [0.843, -0.657, -0.072], [0.939, 1.838, 1.289], [-0.184, 0.897, 2.266], [0.059, 2.739, -1.929], [-3.599, -0.148, -0.140], [-2.224, -1.260, -0.257], [-3.912, -0.742, -2.399], [-2.729, 0.514, -2.674], [-2.199, -1.158, -2.619], [-4.034, 3.764, 1.806], [-2.933, 4.220, -1.097], [-6.002, -2.905, -0.130], [-4.823, -3.567, 0.338], [-5.047, -4.614, 1.116], [-6.125, -5.044, 1.447], [-3.869, -5.128, 1.479], [-3.962, -6.266, 2.333], [-5.654, -2.074, -0.737], [-6.606, -3.587, -0.726], [-6.586, -2.530, 0.708], [-4.496, -7.077, 1.839], [-4.471, -6.011, 3.262], [-2.938, -6.563, 2.538]],
  "lowdin_charge": [-0.093, -0.257, -0.228, -0.222, -0.221, -0.225, -0.239, -0.301, -0.281, 0.803, -0.425, -0.336, -0.233, -0.644, 0.044, 0.036, 0.037, 0.076, 0.071, 0.100, 0.094, 0.098, 0.107, 0.101, 0.106, 0.104, 0.105, 0.104, 0.115, 0.092, 0.103, 0.091, 0.083, 0.015, 0.021, -0.074, 0.007, 0.015, 0.035, 0.034, 0.054, 0.076, 0.065, -0.028, 0.016, -0.626, 0.110, 0.006, -0.049, 0.087, 0.095, 0.098, 0.094, 0.095, 0.092],
  "max_force_ha_per_bohr": 0.016,
  "energy_ha": -1219.74728,
  "total_charge": -1,
  "homo_energy_ev": -3.94
}

---

{
  "formula": "C59H43Cl5CsFI2N7P",
  "method": "ωB97M-V/def2-TZVPD",
  "elements": ["Cs", "C", "N", "C", "N", "C", "C", "C", "C", "C", "C", "C", "C", "C", "C", "C", "C", "C", "C", "P", "C", "N", "C", "C", "N", "C", "C", "C", "C", "C", "C", "C", "C", "C", "C", "C", "C", "C", "C", "N", "C", "C", "N", "C", "C", "C", "C", "C", "C", "C", "C", "C", "C", "C", "C", "C", "H", "H", "H", "H", "H", "H", "H", "H", "H", "H", "H", "H", "H", "H", "H", "H", "H", "H", "H", "H", "H", "H", "H", "H", "H", "H", "H", "H", "H", "H", "H", "H", "H", "H", "H", "H", "H", "H", "H", "Cl", "C", "C", "C", "Cl", "C", "Cl", "C", "Cl", "C", "Cl", "F", "I", "C", "C", "C", "C", "N", "C", "H", "H", "H", "H", "I"],
  "coordinates": [[0.016, -0.382, -0.574], [-4.245, -4.021, 2.347], [-3.132, -3.126, 2.435], [-2.333, -2.682, 1.412], [-1.438, -1.834, 1.852], [-1.652, -1.686, 3.181], [-2.703, -2.506, 3.577], [-3.188, -2.872, 4.902], [-2.274, -3.327, 5.854], [-2.705, -3.767, 7.091], [-4.056, -3.759, 7.402], [-4.967, -3.286, 6.473], [-4.542, -2.843, 5.233], [-0.930, -0.723, 3.993], [-1.536, -0.165, 5.118], [-0.859, 0.764, 5.884], [0.418, 1.165, 5.526], [1.018, 0.629, 4.399], [0.347, -0.305, 3.634], [-2.512, -3.468, -0.203], [-2.883, -2.117, -1.357], [-2.506, -0.870, -1.397], [-3.055, -0.324, -2.508], [-3.822, -1.281, -3.155], [-3.718, -2.416, -2.403], [-4.339, -3.681, -2.675], [-4.639, -1.229, -4.363], [-4.056, -1.001, -5.608], [-4.842, -0.955, -6.744], [-6.215, -1.134, -6.656], [-6.802, -1.356, -5.421], [-6.020, -1.407, -4.282], [-2.834, 1.055, -2.921], [-3.720, 1.715, -3.773], [-3.462, 3.003, -4.203], [-2.320, 3.666, -3.784], [-1.443, 3.031, -2.922], [-1.699, 1.740, -2.498], [-0.781, -3.862, -0.573], [0.304, -3.193, -0.279], [1.355, -3.949, -0.673], [0.893, -5.153, -1.200], [-0.477, -5.076, -1.136], [-1.397, -6.096, -1.534], [1.622, -6.344, -1.590], [2.689, -6.776, -0.788], [3.389, -7.921, -1.099], [3.048, -8.673, -2.218], [2.006, -8.247, -3.030], [1.304, -7.097, -2.726], [2.724, -3.454, -0.667], [3.166, -2.553, 0.298], [4.452, -2.049, 0.250], [5.318, -2.444, -0.756], [4.888, -3.343, -1.718], [3.600, -3.839, -1.683], [-4.113, -4.684, 1.490], [-5.173, -3.459, 2.220], [-4.312, -4.620, 3.257], [-1.222, -3.332, 5.607], [-1.987, -4.120, 7.818], [-4.395, -4.107, 8.370], [-6.019, -3.255, 6.717], [-5.250, -2.440, 4.526], [-2.548, -0.442, 5.377], [-1.344, 1.195, 6.750], [0.936, 1.905, 6.121], [1.999, 0.956, 4.092], [0.805, -0.719, 2.750], [-4.846, -3.630, -3.639], [-5.076, -3.921, -1.900], [-3.592, -4.478, -2.715], [-2.987, -0.869, -5.666], [-4.386, -0.772, -7.708], [-6.830, -1.097, -7.547], [-7.875, -1.477, -5.339], [-6.479, -1.568, -3.316], [-4.621, 1.227, -4.112], [-4.159, 3.492, -4.873], [-2.122, 4.672, -4.131], [-0.548, 3.538, -2.580], [-1.000, 1.238, -1.858], [-0.975, -7.081, -1.318], [-1.619, -6.035, -2.605], [-2.328, -5.972, -0.976], [2.953, -6.197, 0.086], [4.206, -8.242, -0.468], [3.592, -9.577, -2.459], [1.746, -8.816, -3.913], [0.523, -6.759, -3.392], [2.496, -2.249, 1.088], [4.767, -1.323, 0.983], [6.321, -2.043, -0.805], [5.554, -3.646, -2.516], [3.262, -4.512, -2.458], [-4.701, -0.168, 2.520], [-3.684, 1.248, 2.565], [-2.733, 1.373, 1.565], [-2.011, 2.563, 1.657], [-0.777, 2.838, 0.491], [-2.237, 3.550, 2.606], [-1.379, 5.061, 2.583], [-3.180, 3.326, 3.604], [-3.462, 4.510, 4.833], [-3.906, 2.145, 3.599], [-5.043, 1.842, 4.887], [-0.239, -1.174, -3.000], [1.175, 2.212, -6.600], [1.878, 2.433, -4.609], [2.795, 3.430, -4.332], [3.192, 3.590, -3.013], [2.620, 2.769, -2.051], [1.762, 1.813, -2.348], [1.393, 1.623, -3.597], [3.199, 4.053, -5.120], [3.923, 4.341, -2.749], [2.874, 2.843, -1.002], [0.706, 0.806, -3.775], [3.352, 1.357, 1.343]],
  "lowdin_charge": [1.025, -0.055, -0.083, -0.440, 0.123, -0.197, -0.170, -0.180, -0.019, -0.087, -0.107, -0.090, -0.044, -0.161, -0.041, -0.088, -0.091, -0.090, -0.021, 1.180, -0.439, -0.016, -0.181, -0.122, -0.064, -0.044, -0.194, -0.012, -0.082, -0.106, -0.097, -0.045, -0.125, -0.032, -0.098, -0.095, -0.092, -0.093, -0.422, 0.018, -0.180, -0.119, -0.060, -0.058, -0.168, -0.023, -0.085, -0.104, -0.097, -0.044, -0.165, -0.038, -0.115, -0.091, -0.093, -0.039, 0.049, 0.089, 0.092, 0.125, 0.097, 0.092, 0.097, 0.097, 0.106, 0.097, 0.094, 0.024, 0.079, 0.086, 0.091, 0.067, 0.133, 0.099, 0.092, 0.096, 0.121, 0.101, 0.092, 0.094, 0.098, -0.087, 0.094, 0.089, 0.053, 0.125, 0.100, 0.092, 0.096, 0.109, 0.100, 0.025, 0.095, 0.093, 0.112, 0.650, -0.740, -0.118, -0.732, 0.648, -0.713, 0.617, -0.730, 0.606, -0.729, 0.588, -0.795, 0.765, -0.680, -0.166, -0.062, -0.167, 0.065, -0.227, 0.083, 0.097, -0.026, 0.075, -0.259],
  "max_force_ha_per_bohr": 0.049,
  "energy_ha": -6015.26212,
  "total_charge": -2,
  "homo_energy_ev": -2.28
}